Entry from OMol25: 19 unconnected molecules or ions with the total composition C54H140Cl6O48S16 in a non-equilibrium geometry (ωB97M-V/def2-TZVPD).

Calculated values
F_max: 4.21 eV Å⁻¹
E_HOMO: -10.2 eV
energy: -14884.9100 hartree
relative energy (zero: lowest compared OMol25 entry of this formula, charge and spin): 30.2 kcal/mol
frontier orbital gap: 10.5 eV

```
264
Properties=species:S:1:pos:R:3:lowdin_charge:R:1
Cl 2.655 -2.352 5.065 0.571
C 4.127 -1.642 4.323 -0.611
C 3.953 -1.521 2.827 -0.646
Cl 3.979 -3.098 2.016 0.631
H 4.862 -2.354 4.683 0.059
H 4.341 -0.655 4.676 0.047
H 4.737 -0.942 2.419 0.046
H 3.034 -1.056 2.613 0.021
Cl -2.974 0.132 -4.972 0.597
C -4.646 0.087 -5.634 -0.575
C -4.862 -0.999 -6.734 -0.586
Cl -4.701 -2.703 -6.103 0.516
H -4.777 1.052 -6.064 0.054
H -5.314 -0.139 -4.801 0.067
H -4.088 -0.993 -7.515 0.005
H -5.849 -0.879 -7.117 0.057
Cl -1.596 -1.724 -8.090 0.564
C -0.332 -2.074 -6.861 -0.626
C -0.912 -2.922 -5.739 -0.578
Cl 0.304 -3.032 -4.335 0.545
H -0.089 -1.050 -6.512 0.045
H 0.526 -2.499 -7.415 0.082
H -1.132 -3.971 -5.989 0.077
H -1.807 -2.473 -5.378 -0.015
O 2.955 0.717 -6.831 -0.268
S 2.089 1.669 -6.189 0.570
O 0.679 1.535 -6.333 -0.277
O 2.498 1.775 -4.639 -0.256
C 2.877 0.573 -3.972 -0.289
C 2.780 0.808 -2.518 -0.055
C 2.497 3.271 -6.686 -0.105
H 3.855 0.317 -4.428 0.130
H 2.208 -0.299 -4.153 0.115
H 3.453 1.637 -2.330 0.044
H 2.928 -0.160 -2.001 0.101
H 1.759 0.990 -2.312 0.071
H 2.076 3.197 -7.680 0.075
H 3.507 3.411 -6.801 0.050
H 1.916 4.044 -6.125 0.078
O -5.274 -4.280 3.531 -0.298
S -5.184 -4.983 2.277 0.603
O -5.246 -6.421 2.277 -0.282
O -6.329 -4.427 1.323 -0.280
C -6.941 -5.338 0.366 -0.218
C -8.100 -4.550 -0.284 -0.037
C -3.714 -4.388 1.433 -0.079
H -7.239 -6.230 0.921 0.116
H -6.075 -5.535 -0.253 0.088
H -7.614 -3.727 -0.827 0.078
H -8.719 -4.140 0.486 0.067
H -8.656 -5.173 -0.968 0.075
H -3.582 -3.386 1.696 0.037
H -3.862 -4.621 0.395 0.043
H -2.891 -4.940 1.815 0.030
O -4.063 -6.003 -1.450 -0.310
S -3.283 -7.169 -1.721 0.589
O -3.769 -8.268 -2.550 -0.286
O -1.903 -6.630 -2.247 -0.272
C -0.842 -7.610 -2.714 -0.210
C 0.287 -6.852 -3.346 -0.087
C -2.810 -7.660 -0.035 -0.090
H -1.327 -8.253 -3.513 0.130
H -0.569 -8.261 -1.889 0.105
H 1.255 -7.378 -3.384 0.088
H 0.379 -5.959 -2.704 0.071
H 0.102 -6.578 -4.388 0.075
H -3.811 -7.836 0.378 0.071
H -2.483 -6.751 0.455 0.042
H -2.126 -8.473 -0.115 0.059
O -0.249 -3.946 5.062 -0.277
S -1.627 -4.119 4.828 0.531
O -2.053 -4.925 3.738 -0.286
O -2.194 -4.618 6.208 -0.244
C -3.625 -4.919 6.302 -0.228
C -3.784 -6.304 6.928 -0.052
C -2.454 -2.557 4.623 -0.097
H -4.033 -5.062 5.259 0.103
H -4.032 -4.152 6.914 0.114
H -3.252 -6.413 7.824 0.056
H -3.526 -7.091 6.220 0.068
H -4.895 -6.375 7.113 0.104
H -1.935 -1.999 5.397 0.070
H -3.558 -2.626 4.880 0.087
H -2.431 -2.063 3.662 0.056
O 0.111 4.848 -4.659 -0.301
S -1.307 5.022 -4.546 0.577
O -1.846 6.119 -3.901 -0.244
O -1.987 5.010 -6.053 -0.249
C -1.194 4.031 -6.888 -0.242
C -1.974 3.979 -8.158 -0.057
C -2.024 3.520 -3.770 -0.106
H -1.175 3.116 -6.385 0.063
H -0.227 4.460 -7.051 0.096
H -1.632 3.200 -8.773 0.064
H -1.982 4.893 -8.689 0.070
H -3.041 3.732 -7.892 0.104
H -1.541 3.604 -2.756 0.070
H -1.640 2.637 -4.252 0.016
H -3.119 3.605 -3.843 0.078
O 8.541 2.837 -0.226 -0.281
S 9.154 4.095 0.019 0.534
O 9.974 4.715 -0.989 -0.261
O 7.994 5.046 0.408 -0.285
C 7.993 6.393 -0.196 -0.181
C 6.600 7.043 0.009 -0.037
C 9.998 4.061 1.523 -0.118
H 8.245 6.378 -1.240 0.098
H 8.699 6.909 0.433 0.113
H 5.788 6.614 -0.553 0.044
H 6.666 8.084 -0.240 0.074
H 6.314 7.015 1.057 0.073
H 11.053 3.727 1.468 0.094
H 9.415 3.356 2.159 0.091
H 9.926 5.074 1.845 0.058
O 2.885 1.660 3.087 -0.277
S 3.355 2.439 4.209 0.562
O 4.544 2.050 4.917 -0.274
O 3.578 3.812 3.546 -0.273
C 4.487 4.851 4.014 -0.225
C 5.802 4.633 3.427 -0.079
C 2.041 2.880 5.324 -0.092
H 4.459 4.889 5.108 0.128
H 4.012 5.747 3.569 0.145
H 6.453 5.448 3.740 0.093
H 5.667 4.698 2.341 0.071
H 6.294 3.676 3.630 0.087
H 1.350 3.330 4.665 0.035
H 2.289 3.662 6.054 0.094
H 1.584 2.005 5.760 0.079
O -4.661 0.266 4.229 -0.287
S -5.876 -0.106 3.545 0.599
O -5.817 -1.085 2.497 -0.272
O -6.960 -0.503 4.717 -0.277
C -8.145 -1.213 4.243 -0.234
C -8.111 -2.715 4.721 -0.042
C -6.670 1.346 2.979 -0.115
H -8.201 -1.077 3.155 0.100
H -8.923 -0.602 4.725 0.122
H -7.827 -2.741 5.813 0.095
H -7.607 -3.422 4.105 0.031
H -9.209 -3.009 4.753 0.088
H -6.093 1.849 2.242 0.021
H -6.928 2.092 3.750 0.103
H -7.506 0.961 2.377 0.082
O -4.425 3.814 2.070 -0.313
S -4.496 5.217 1.649 0.584
O -5.113 6.115 2.609 -0.300
O -3.091 5.830 1.349 -0.251
C -1.923 4.951 0.913 -0.185
C -1.211 5.671 -0.225 -0.040
C -5.329 5.353 0.086 -0.095
H -2.283 4.005 0.578 0.078
H -1.281 4.858 1.766 0.102
H -0.760 6.678 0.086 0.123
H -1.944 5.707 -1.043 0.073
H -0.412 4.976 -0.566 0.065
H -4.610 4.934 -0.566 0.029
H -5.411 6.461 -0.110 0.104
H -6.267 4.850 0.078 0.067
O -3.661 2.672 -1.417 -0.313
S -4.323 1.558 -0.693 0.574
O -5.681 1.802 -0.305 -0.274
O -4.259 0.349 -1.678 -0.276
C -4.825 -0.983 -1.270 -0.207
C -3.994 -1.978 -1.935 -0.054
C -3.420 1.078 0.660 -0.125
H -5.842 -0.904 -1.635 0.125
H -4.818 -1.050 -0.185 0.106
H -3.923 -1.744 -3.000 0.047
H -4.394 -2.932 -1.668 0.074
H -2.960 -1.923 -1.473 0.100
H -3.347 1.957 1.245 0.038
H -2.489 0.641 0.400 0.045
H -3.999 0.418 1.299 0.065
O -0.918 4.183 6.669 -0.269
S -1.203 4.994 5.552 0.532
O -0.275 5.827 4.847 -0.279
O -1.781 4.056 4.413 -0.277
C -2.592 2.853 4.813 -0.182
C -1.837 1.688 4.235 -0.034
C -2.593 6.021 5.944 -0.110
H -3.574 3.026 4.452 0.092
H -2.705 2.813 5.885 0.112
H -2.524 0.843 4.265 0.059
H -0.942 1.488 4.744 0.063
H -1.538 1.870 3.231 0.055
H -2.291 6.802 6.577 0.050
H -3.382 5.365 6.328 0.076
H -3.051 6.513 5.051 0.091
O 2.758 -3.430 -1.422 -0.311
S 3.804 -4.216 -1.995 0.525
O 5.153 -3.687 -1.778 -0.298
O 3.719 -5.618 -1.307 -0.247
C 4.929 -6.336 -0.900 -0.244
C 5.445 -7.178 -1.989 -0.076
C 3.519 -4.489 -3.674 -0.141
H 4.552 -6.970 -0.090 0.131
H 5.694 -5.750 -0.415 0.119
H 5.835 -6.614 -2.808 0.065
H 4.637 -7.776 -2.393 0.085
H 6.228 -7.835 -1.582 0.100
H 2.473 -4.850 -3.757 0.035
H 4.237 -5.237 -4.053 0.082
H 3.554 -3.456 -4.109 0.090
O 3.148 5.541 -0.275 -0.292
S 2.895 5.847 -1.677 0.607
O 2.123 7.004 -2.049 -0.287
O 4.388 6.117 -2.227 -0.301
C 4.689 6.654 -3.563 -0.214
C 6.135 7.259 -3.512 -0.049
C 2.205 4.501 -2.574 -0.110
H 3.910 7.374 -3.860 0.115
H 4.639 5.901 -4.354 0.108
H 6.776 6.422 -3.178 0.058
H 6.117 8.163 -2.812 0.101
H 6.499 7.548 -4.481 0.064
H 2.978 3.783 -2.577 0.006
H 2.131 4.829 -3.583 0.044
H 1.309 4.034 -2.114 0.084
O 4.964 3.068 -3.560 -0.292
S 5.887 3.049 -2.424 0.580
O 6.694 4.195 -2.157 -0.250
O 4.947 2.840 -1.181 -0.269
C 5.321 2.979 0.245 -0.193
C 5.657 1.670 0.918 -0.035
C 6.790 1.580 -2.518 -0.102
H 4.451 3.427 0.722 0.111
H 6.095 3.630 0.279 0.046
H 4.871 0.885 0.749 0.096
H 5.715 1.852 1.979 0.067
H 6.588 1.329 0.528 0.056
H 7.531 1.742 -1.702 0.059
H 7.203 1.534 -3.483 0.062
H 6.164 0.692 -2.427 0.090
O 1.798 -7.593 1.871 -0.281
S 0.755 -6.687 1.511 0.530
O 0.349 -6.558 0.127 -0.290
O -0.537 -7.102 2.277 -0.255
C -0.416 -7.691 3.600 -0.267
C -1.668 -8.350 3.863 -0.079
C 1.295 -5.104 1.979 -0.169
H -0.100 -6.893 4.242 0.111
H 0.413 -8.392 3.675 0.121
H -1.808 -9.245 3.218 0.102
H -2.574 -7.722 3.755 0.086
H -1.748 -8.753 4.861 0.081
H 1.829 -5.118 3.010 0.102
H 0.405 -4.378 2.087 0.086
H 1.901 -4.803 1.060 0.055
O 0.453 -1.655 2.013 -0.257
S -0.359 -1.297 0.919 0.530
O -1.781 -1.631 0.993 -0.307
O -0.238 0.218 0.539 -0.276
C 0.933 0.928 1.125 -0.226
C 0.617 2.366 0.896 -0.039
C 0.145 -1.997 -0.612 -0.137
H 1.829 0.653 0.638 0.103
H 1.072 0.623 2.152 0.089
H 1.436 2.890 1.427 0.089
H -0.287 2.581 1.485 0.069
H 0.555 2.721 -0.131 0.073
H 1.254 -2.164 -0.829 0.058
H -0.229 -1.257 -1.411 0.090
H -0.473 -2.956 -0.614 0.095
```